105
Properties=species:S:1:pos:R:3:forces:R:3:mulliken_spin:R:1 method="wB97M-V/def2-TZVPD" charge=-1 e_homo_ev="-4.87 / -5.38" spin_multiplicity=5 relative_energy_kcal_mol=71.5 lumo_energy_ev="2.232 / 2.231" s2=6.033
Cr 0.855 -1.986 -1.755 -0.7 1.4 1.2 3.986
S 0.951 -3.329 -3.571 0.7 -1.4 -0.5 -0.049
C -0.281 -2.917 -4.721 -0.5 0.5 -0.6 -0.024
C -0.659 -3.786 -5.744 -0.3 -0.3 -0.5 0.018
C -1.713 -3.421 -6.607 -0.1 -1.8 0.6 -0.005
C -2.335 -2.230 -6.526 -0.4 2.6 1.2 0.008
C -1.859 -1.262 -5.601 -0.4 -1.2 -0.4 -0.016
C -0.924 -1.635 -4.681 1.1 -0.7 -0.9 0.071
As -0.089 -0.352 -3.572 -0.5 0.2 1.4 -0.013
C 1.164 0.524 -4.722 1.5 0.2 -0.4 -0.033
C 1.994 -0.224 -5.590 -0.8 -0.2 0.5 0.007
C 3.034 0.425 -6.274 -0.7 -0.2 -0.7 0.003
C 3.273 1.810 -6.167 -0.7 0.0 0.7 -0.004
C 2.503 2.544 -5.196 1.2 -1.9 -1.4 0.004
C 1.523 1.856 -4.477 -0.2 0.8 -0.2 -0.005
C -1.628 0.833 -3.269 0.3 -0.8 -0.4 -0.030
C -2.534 0.405 -2.309 -0.7 0.6 0.0 0.016
C -3.701 1.159 -2.165 0.1 1.1 -0.3 0.007
C -4.007 2.345 -2.858 0.8 -0.6 -1.6 0.000
C -3.134 2.631 -3.927 -0.3 0.8 0.1 0.000
C -2.005 1.871 -4.114 1.4 0.3 0.0 -0.004
H -0.239 -4.796 -5.924 0.0 0.8 0.6 0.001
H -2.206 -4.220 -7.160 0.4 0.1 -0.4 0.000
H -3.259 -1.941 -6.989 -0.2 -0.4 -0.8 0.001
H -2.275 -0.273 -5.521 -0.3 0.1 -0.3 0.001
H 1.798 -1.333 -5.717 0.3 1.5 0.0 -0.003
H 3.488 -0.228 -7.029 0.5 0.7 0.3 0.000
H 4.018 2.305 -6.836 -0.7 -0.5 0.8 0.000
H 2.747 3.581 -5.024 -0.2 0.1 0.1 0.000
H 0.995 2.438 -3.728 -0.2 -0.1 0.1 0.000
H -2.428 -0.485 -1.668 0.3 0.5 -0.4 0.028
H -4.385 0.845 -1.447 -1.1 -0.5 1.2 0.000
H -4.917 2.961 -2.766 0.5 -0.7 0.5 0.000
H -3.203 3.468 -4.650 -0.6 -0.4 0.8 0.000
H -1.314 2.218 -4.884 -0.1 -0.3 0.0 0.000
S -0.661 1.928 0.663 -0.1 0.2 -0.1 0.019
C -0.146 0.475 0.137 -0.4 -0.9 -0.4 0.134
N 0.096 -0.607 -0.259 0.6 0.5 -0.2 -0.164
F 3.894 -4.087 3.280 -1.2 0.1 -1.6 0.001
C 3.200 -3.835 2.041 0.5 -0.9 1.8 0.026
C 1.951 -4.439 1.800 0.0 1.4 -0.8 -0.015
C 1.233 -4.008 0.608 0.9 -0.8 1.0 0.071
C 1.830 -3.136 -0.344 0.0 -1.1 1.6 -0.089
C 3.155 -2.773 -0.008 -0.3 1.2 -1.8 0.075
C 3.862 -3.013 1.154 -1.2 -0.7 -0.7 0.013
H 1.504 -5.110 2.551 0.3 0.4 -0.5 -0.001
H 0.216 -4.438 0.472 0.8 0.5 0.1 -0.001
H 3.642 -2.166 -0.789 0.2 -0.1 0.5 -0.056
H 4.858 -2.629 1.210 0.4 0.0 0.7 0.000
C -0.827 1.559 4.200 -0.1 2.2 1.8 0.001
C 0.397 1.421 5.176 -1.4 0.7 -1.4 0.000
C 0.011 0.723 6.456 -0.7 0.4 2.0 0.000
C 0.762 2.945 5.548 -1.2 -1.6 0.3 0.000
C 1.526 0.597 4.501 1.4 -0.4 0.0 -0.001
O 2.714 0.838 5.284 0.3 0.0 0.3 0.000
C 1.909 1.054 3.093 -0.4 0.2 0.0 0.005
C 3.010 0.300 2.358 1.3 0.7 -1.4 -0.003
C 3.659 1.048 1.120 -1.0 -0.4 2.1 0.008
C 4.799 0.599 0.482 0.5 -1.0 0.2 0.003
C 5.297 1.109 -0.721 -1.4 1.4 0.9 -0.001
C 4.555 2.169 -1.212 -1.2 -0.3 0.4 0.001
Cl 5.054 2.838 -2.750 -0.2 0.3 0.2 0.000
C 3.375 2.621 -0.550 1.8 2.2 -2.0 -0.002
C 2.982 2.157 0.663 0.5 -1.3 -0.9 0.003
C 1.415 -0.964 4.567 -1.4 1.0 -0.1 0.001
N 0.161 -1.486 3.989 3.3 1.0 0.5 0.001
C 0.006 -1.710 2.670 -1.5 0.2 1.2 -0.001
N -1.267 -1.953 2.490 -1.6 -0.9 -0.1 -0.002
C -1.822 -1.921 3.734 2.3 1.0 -0.1 0.000
N -0.966 -1.548 4.707 -0.9 -1.4 -1.9 0.000
H -1.685 1.835 4.901 0.9 0.3 -1.1 0.000
H -1.228 0.710 3.718 0.2 -1.1 -0.8 -0.001
H -0.571 2.379 3.462 -0.8 -1.1 0.8 0.000
H -1.002 1.021 6.844 1.0 0.3 -0.3 0.000
H 0.751 0.932 7.268 -0.5 0.0 -0.4 0.000
H -0.112 -0.344 6.419 0.2 -0.3 -0.4 0.000
H -0.086 3.417 6.136 0.9 -0.8 -0.6 0.000
H 0.912 3.566 4.689 0.2 0.2 -0.6 0.000
H 1.656 2.917 6.132 0.6 0.3 0.5 0.000
H 2.445 0.723 6.208 0.3 0.0 -0.2 0.000
H 2.089 2.099 3.251 0.9 0.8 -0.1 0.000
H 1.081 1.117 2.407 -0.8 -0.4 0.1 -0.001
H 2.646 -0.589 1.870 -0.6 -0.5 0.0 0.009
H 3.798 -0.066 2.987 0.5 0.1 0.7 0.000
H 5.268 -0.236 0.970 0.4 -0.3 -0.1 -0.001
H 6.205 0.907 -1.241 0.5 -0.8 0.1 0.000
H 2.967 3.555 -0.945 -0.3 -0.5 -0.1 0.000
H 2.078 2.446 1.127 -0.6 0.7 0.3 -0.002
H 1.537 -1.236 5.594 -0.4 -0.5 0.6 0.000
H 2.263 -1.395 4.077 0.3 -0.2 -0.7 -0.001
H 0.710 -1.683 1.860 0.5 0.1 0.3 0.008
H -2.812 -2.167 3.936 -1.6 -0.2 0.3 0.000
C -4.390 -0.898 0.851 -0.5 -0.4 0.5 0.000
N -5.344 0.201 1.006 -0.2 -1.2 -0.2 0.000
C -5.064 1.528 1.319 0.4 -1.0 0.0 0.000
C -6.214 2.189 1.349 -0.6 -2.4 -0.7 0.000
N -7.195 1.244 1.010 -0.9 0.1 0.4 0.000
C -6.699 -0.029 0.830 1.2 1.9 0.1 0.000
S -7.511 -1.417 0.382 0.2 0.2 0.3 0.000
H -4.373 -1.245 -0.177 -0.4 -0.2 -0.2 0.000
H -4.720 -1.739 1.531 0.7 0.9 -0.8 0.000
H -3.385 -0.544 1.014 0.3 0.1 0.6 0.000
H -4.074 1.862 1.525 0.5 0.1 -0.2 0.000
H -6.400 3.197 1.348 -0.5 2.0 0.4 0.000
H -8.174 1.385 1.204 0.1 -0.1 -0.4 0.000

103
Properties=species:S:1:pos:R:3:forces:R:3:lowdin_charge:R:1 method="wB97M-V/def2-TZVPD" charge=+2 e_homo_ev="-11.52 / -11.51" lumo_energy_ev="-5.450 / -5.449"
Mo 1.679 -1.489 -0.888 -0.4 0.2 -0.4 1.342
C 2.552 5.121 3.251 0.0 0.0 0.0 -0.071
O 3.331 4.113 2.618 -0.1 0.1 0.0 -0.099
C 3.655 3.022 3.361 0.0 -0.1 0.0 -0.287
C 4.607 2.169 2.799 0.0 0.0 0.0 0.001
C 4.989 1.015 3.452 0.0 0.1 0.0 -0.014
C 4.421 0.700 4.687 0.1 0.1 0.1 -0.275
C 3.535 1.585 5.277 0.0 0.1 0.0 -0.016
C 3.125 2.736 4.613 0.0 0.0 0.0 -0.003
N 4.773 -0.446 5.489 -0.1 0.0 0.1 0.091
N 4.818 -1.589 5.019 0.1 0.0 -0.3 0.097
C 4.485 -1.784 3.628 0.1 -0.1 0.2 -0.237
C 5.435 -2.265 2.770 0.0 0.0 0.0 -0.008
C 5.182 -2.369 1.387 -0.1 0.1 0.1 0.023
C 3.950 -2.016 0.890 0.2 -0.1 0.0 -0.348
O 3.625 -2.039 -0.414 -0.4 -0.2 0.2 -0.308
C 2.930 -1.633 1.794 0.0 0.0 0.1 -0.142
N 1.703 -1.356 1.243 0.2 0.3 -0.1 -0.030
C 0.721 -0.991 2.041 0.1 0.0 0.1 -0.103
C 0.871 -0.896 3.436 0.0 0.0 -0.1 -0.015
C 2.088 -1.152 4.002 0.0 0.0 0.0 0.025
C 3.172 -1.521 3.172 -0.1 0.0 -0.1 -0.099
H 2.481 5.939 2.541 0.0 0.0 0.0 0.092
H 3.037 5.477 4.162 0.0 0.0 0.0 0.105
H 1.550 4.758 3.490 0.0 0.0 0.0 0.091
H 5.069 2.453 1.861 0.0 0.0 0.0 0.111
H 5.745 0.380 3.013 0.0 0.0 0.0 0.118
H 3.162 1.370 6.271 0.0 0.0 0.0 0.125
H 2.425 3.404 5.095 0.0 0.0 0.0 0.109
H 6.415 -2.516 3.158 0.0 0.0 0.0 0.130
H 5.957 -2.715 0.716 0.0 0.0 0.0 0.127
H -0.225 -0.755 1.573 0.0 0.0 0.0 0.087
H 0.019 -0.614 4.037 0.0 0.0 0.0 0.116
H 2.230 -1.084 5.073 0.0 0.0 0.0 0.126
C -4.190 0.929 -6.711 0.0 0.0 0.0 -0.021
C -3.555 0.610 -5.391 0.0 0.0 0.0 -0.224
C -4.297 0.102 -4.336 0.0 0.0 0.0 0.014
C -3.734 -0.206 -3.100 -0.1 -0.1 -0.1 -0.256
C -4.659 -0.831 -2.083 -0.1 0.1 0.0 -0.026
C -2.363 0.049 -2.928 0.1 0.0 -0.2 -0.235
As -1.548 -0.390 -1.266 0.0 0.0 0.5 1.394
N -0.337 -1.636 -1.317 0.8 0.0 -0.2 -0.354
C -0.430 -2.905 -1.946 -0.1 0.1 0.0 -0.383
C 0.688 -3.715 -1.715 0.2 -0.2 0.2 -0.099
C 0.759 -4.998 -2.232 -0.1 0.0 -0.2 -0.046
C -0.292 -5.484 -3.003 0.1 0.0 0.0 -0.061
C -1.397 -4.680 -3.237 0.0 0.0 0.0 -0.052
C -1.475 -3.393 -2.715 0.0 -0.1 -0.1 -0.036
C -2.691 -0.406 0.260 -0.1 0.1 0.0 -0.240
C -2.803 -1.563 1.055 0.0 -0.1 0.1 -0.257
C -2.066 -2.866 0.855 0.0 0.0 0.0 -0.036
C -3.715 -1.539 2.107 0.1 0.0 0.0 0.010
C -4.508 -0.440 2.395 0.0 0.1 0.0 -0.226
C -5.486 -0.454 3.531 0.0 0.0 0.0 -0.022
C -4.382 0.684 1.582 0.0 -0.1 0.0 0.006
C -3.503 0.721 0.515 0.0 0.0 0.0 -0.272
C -3.491 1.989 -0.295 0.0 0.1 -0.1 -0.043
C -1.570 0.523 -3.996 0.0 0.0 0.1 -0.247
C -0.087 0.769 -3.894 -0.1 0.0 0.0 -0.034
C -2.186 0.795 -5.202 0.0 0.0 0.0 0.010
H -5.236 0.629 -6.734 0.0 0.0 0.0 0.086
H -3.665 0.423 -7.522 0.0 0.0 0.0 0.096
H -4.139 2.001 -6.909 0.0 0.0 0.0 0.098
H -5.353 -0.093 -4.480 0.0 0.0 0.0 0.132
H -5.450 -1.359 -2.611 0.0 0.0 0.0 0.097
H -5.132 -0.071 -1.457 0.0 0.0 0.0 0.095
H -4.185 -1.545 -1.415 0.1 -0.1 0.0 0.065
H 1.516 -3.484 -0.998 -0.3 -0.2 0.0 0.074
H 1.625 -5.613 -2.028 0.0 0.0 0.0 0.122
H -0.251 -6.485 -3.409 0.0 0.0 0.0 0.116
H -2.220 -5.058 -3.831 0.0 0.0 0.0 0.117
H -2.352 -2.790 -2.919 0.0 0.1 0.0 0.099
H -1.054 -2.755 0.483 0.0 0.0 0.1 0.039
H -2.609 -3.514 0.162 0.0 0.0 0.0 0.100
H -2.017 -3.390 1.808 0.0 0.0 0.0 0.094
H -3.803 -2.426 2.723 0.0 0.0 0.0 0.130
H -5.400 -1.360 4.126 0.0 0.0 0.0 0.086
H -6.508 -0.391 3.151 0.0 0.0 0.0 0.098
H -5.331 0.405 4.185 0.0 0.0 0.0 0.094
H -4.999 1.553 1.781 0.0 0.0 0.0 0.136
H -4.498 2.404 -0.344 0.0 0.0 0.0 0.100
H -3.153 1.867 -1.322 0.1 -0.1 0.0 0.051
H -2.856 2.733 0.186 0.0 0.0 0.0 0.083
H 0.424 0.002 -3.317 0.1 -0.1 0.1 0.046
H 0.121 1.743 -3.447 0.0 0.1 0.0 0.075
H 0.357 0.783 -4.886 0.0 0.0 0.0 0.098
H -1.582 1.159 -6.026 0.0 0.0 0.0 0.134
C -0.441 3.649 -1.299 0.1 -0.1 0.0 0.033
N 0.775 2.841 -1.119 0.0 -0.1 0.0 -0.018
C 1.989 3.470 -1.110 0.0 0.1 0.0 0.004
C 3.127 2.775 -0.973 0.0 0.0 0.0 0.045
C 3.034 1.359 -0.882 0.0 0.1 0.0 -0.308
N 1.812 0.743 -0.853 -0.3 -0.2 0.0 0.067
C 0.724 1.498 -0.927 0.1 -0.1 0.2 -0.401
O -0.481 1.014 -0.729 -0.2 0.3 -0.3 -0.133
N 4.106 0.607 -0.826 0.1 0.2 0.0 0.238
H -0.162 4.548 -1.842 0.0 0.0 0.0 0.109
H -0.863 3.914 -0.334 -0.1 0.0 0.0 0.106
H -1.163 3.093 -1.883 -0.1 0.0 0.0 0.084
H 1.959 4.546 -1.209 0.0 0.0 0.0 0.151
H 4.087 3.270 -0.941 0.0 0.0 0.0 0.136
H 5.012 1.046 -0.842 0.0 0.0 0.0 0.141
H 4.043 -0.419 -0.733 0.0 -0.1 0.0 0.063

Taking the records one at a time from the top gives max |F| values of 3.51 0.78 eV/Å.
Taking the records one at a time from the top gives electronic energy values of -195405.92073 -126663.72252 eV.